Here is 2 unconnected molecules or ions with the total composition C5H7Br in a non-equilibrium geometry from the Open Molecules 2025 dataset. Energies are from ωB97M-V with the def2-TZVPD basis set.

As for the spin multiplicity: 1. The calculation puts the relative energy (zero: lowest compared OMol25 entry of this formula, charge and spin) at 5.2227 eV. As for the HOMO-LUMO gap: 7.5 eV.

```
13
C5H7Br, DFT ωB97M-V with the def2-TZVPD basis set
C 0.20297 -3.10493 -0.04742
C 0.28948 -1.93742 -0.00203
C 0.22838 0.92820 -1.18754
C 0.11281 0.93890 1.26990
C -0.51784 0.57163 0.02821
Br -2.31434 0.37011 -0.01483
H 0.00675 -4.16980 -0.31757
H -0.36221 0.66258 -2.05750
H 0.49742 2.02563 -1.28062
H 1.18555 0.36967 -1.11731
H -0.27030 2.03658 1.51134
H -0.28666 0.38615 2.17032
H 1.22798 0.92269 1.04506
```